Molecular formula: C13H20ILiN3O5S
Method: DFT, wB97M-V/def2-TZVPD

Positions of all 44 atoms, in Å:
Li: 0.9712 -0.2096 0.6011
I: 2.4849 -3.4608 0.7284
C: 0.6651 -2.2503 1.1649
H: 0.4363 -2.6390 2.1632
H: -0.0438 -2.7658 0.5043
C: 6.3112 -0.0960 0.5421
N: 4.9018 0.1214 0.7688
C: 3.9076 -0.2018 -0.0990
N: 4.2904 -0.8795 -1.2311
O: 2.7438 0.1156 0.1086
H: 6.8695 0.3939 1.3350
H: 6.6360 0.3218 -0.4136
H: 6.5688 -1.1588 0.5661
H: 4.5959 0.6658 1.5538
H: 5.1013 -1.4709 -1.1482
H: 3.5050 -1.3496 -1.6541
C: -2.5937 -0.2352 3.6402
C: -2.8694 -0.0213 2.1749
C: -2.9447 1.2596 1.6455
C: -3.1388 1.4604 0.2880
C: -3.2807 0.3551 -0.5314
C: -3.2289 -0.9409 -0.0286
C: -3.0144 -1.1190 1.3236
S: -3.5922 0.6101 -2.2376
O: -4.6425 -0.2888 -2.6428
O: -3.7678 2.0229 -2.4689
N: -2.1936 0.1091 -2.9863
C: -0.8526 0.1642 -2.3455
C: -0.2491 1.5565 -2.1362
C: -0.2020 2.0555 -0.6744
O: -0.2522 3.2770 -0.4955
O: -0.0798 1.1436 0.2058
H: -2.7089 0.6927 4.2009
H: -1.5730 -0.5970 3.7886
H: -3.2724 -0.9790 4.0613
H: -2.8014 2.1158 2.2941
H: -3.1356 2.4527 -0.1441
H: -3.3400 -1.7863 -0.6969
H: -2.9345 -2.1221 1.7281
H: -2.1971 0.6179 -3.8671
H: -0.2225 -0.4373 -3.0017
H: -0.8908 -0.3564 -1.3897
H: -0.7651 2.3023 -2.7438
H: 0.7989 1.5514 -2.4508

As for the multiplicity: 1. The charge is -1. The value obtained for the LUMO energy is 2.27 eV. Its HOMO energy is -4.349 eV. Its total energy is -1751.39565 Eh. Its HOMO-LUMO gap is 6.619 eV.

Results of the Mulliken charge analysis, in e, for atoms 1 through 8: 1.117 -0.382 -1.151 0.301 0.265 -0.988 -0.136 0.237



Molecular formula: C5H8O
Method: DFT, wB97M-V/def2-TZVPD

Positions of all 14 atoms, in Å:
C: -1.1979 -0.8703 -0.3218
C: -0.7651 0.5451 -0.4880
C: -0.1274 1.2987 0.6587
C: 0.7372 0.5308 -0.2627
C: 1.3467 -0.7594 0.2344
O: 2.4746 -1.0227 -0.1414
H: -1.3342 -1.2111 0.6967
H: -2.0200 -1.1766 -0.9903
H: 0.1302 -1.5793 -0.4757
H: -1.1338 1.1039 -1.3520
H: -0.3050 0.8864 1.6483
H: -0.0970 2.3819 0.6033
H: 1.3357 1.0019 -1.0246
H: 0.9558 -1.1294 1.2151

As for the multiplicity: 1. As for the energy above the lowest of the compared OMol25 structures with the same formula, charge and spin: 89.1 kcal/mol. The value obtained for the LUMO energy is 0.19 eV. Its HOMO energy is -9.477 eV. Its total energy is -270.41590 Eh. Its HOMO-LUMO gap is 9.668 eV.

Results of the Mulliken charge analysis, in e, for atoms 1 through 8: -1.127 0.228 -0.809 0.078 -0.256 -0.498 0.328 0.316



Molecular formula: C30H24Cl2N2NiO6P
Method: DFT, wB97M-V/def2-TZVPD

Positions of all 66 atoms, in Å:
Ni: -1.4280 0.4376 0.7603
O: -1.4133 -4.2562 -1.0151
C: -0.6977 -3.2669 -0.7928
O: -0.8478 -2.0884 -1.2173
C: 0.5848 -3.4594 -0.0088
C: 1.0418 -4.7413 0.2654
C: 2.2476 -4.9335 0.9173
C: 3.0006 -3.8312 1.2972
C: 2.5384 -2.5479 1.0440
C: 1.3178 -2.3416 0.3966
P: 0.6614 -0.6608 0.0102
C: 1.9118 0.3758 0.9211
C: 1.9898 0.2313 2.3098
C: 2.8067 1.0481 3.0748
C: 3.5594 2.0443 2.4662
C: 3.4804 2.2144 1.0929
C: 2.6654 1.3869 0.3279
C: 1.1955 -0.3547 -1.7108
C: 0.3145 0.2288 -2.6161
C: 0.7272 0.4907 -3.9160
C: 2.0104 0.1565 -4.3259
C: 2.8840 -0.4483 -3.4320
C: 2.4769 -0.7004 -2.1296
H: 0.4236 -5.5694 -0.0564
H: 2.6057 -5.9354 1.1227
H: 3.9535 -3.9653 1.7950
H: 3.1438 -1.7080 1.3521
H: 1.3821 -0.5184 2.8031
H: 2.8266 0.9263 4.1500
H: 4.1892 2.6931 3.0629
H: 4.0506 2.9979 0.6072
H: 2.6154 1.5431 -0.7423
H: -0.7038 0.4373 -2.3108
H: 0.0318 0.9384 -4.6156
H: 2.3255 0.3535 -5.3436
H: 3.8820 -0.7266 -3.7483
H: 3.1620 -1.1710 -1.4334
O: -0.2947 2.0442 4.2735
C: -0.5450 1.7053 3.1240
O: -1.0485 0.6014 2.7247
C: -0.1987 2.6852 2.0025
C: 0.4262 3.8956 2.2481
C: 0.7069 4.7232 1.1746
C: 0.3507 4.3217 -0.1052
C: -0.2751 3.0993 -0.2666
N: -0.5331 2.3054 0.7694
H: 0.6731 4.1451 3.2699
H: 1.2003 5.6749 1.3303
H: 0.5504 4.9421 -0.9682
H: -0.5906 2.7329 -1.2352
C: -5.3945 -2.2450 -0.9745
C: -4.0354 -2.8344 -0.5950
C: -3.2736 -1.9434 0.2667
N: -2.6850 -1.2326 0.9461
H: -5.9297 -2.9552 -1.6047
H: -5.2674 -1.3145 -1.5262
H: -6.0023 -2.0472 -0.0904
H: -3.3935 -3.0155 -1.4588
H: -4.1195 -3.7926 -0.0812
Cl: -3.6546 3.8880 -0.5448
C: -4.2000 2.2370 -0.1433
Cl: -3.7580 1.8317 1.5299
C: -3.5960 1.2322 -1.1649
O: -4.3629 0.9007 -2.0586
O: -2.3862 0.9012 -0.9929
H: -5.2796 2.2338 -0.2113

As for the multiplicity: 3. The charge is -1. As for the energy above the lowest of the compared OMol25 structures with the same formula, charge and spin: 0.2 kcal/mol. The value obtained for the LUMO energy (spin up / spin down) is 2.58 / 2.58 eV. Its HOMO energy (spin up / spin down) is -5.518 / -5.900 eV. Its total energy is -4488.84285 Eh. Its HOMO-LUMO gap (spin up / spin down) is 8.103 / 8.482 eV.

Results of the Mulliken charge analysis, in e, for atoms 1 through 8: 0.351 -0.853 0.039 -0.600 0.041 -0.489 -0.558 -0.782



Molecular formula: C41H41Cl2LiNO2P2S
Method: DFT, wB97M-V/def2-TZVPD

Positions of all 91 atoms, in Å:
Li: 1.3201 -1.0642 0.7665
Cl: 7.9264 -0.7076 3.6776
C: 6.4833 -0.6168 2.6911
C: 6.6131 -0.4718 1.2981
C: 5.4973 -0.4051 0.5172
Cl: 5.6732 -0.2101 -1.2021
C: 4.1461 -0.4928 1.0365
O: 3.1492 -0.4365 0.2895
C: 4.0842 -0.6128 2.4742
C: 2.8176 -0.6670 3.1562
O: 1.6966 -0.6633 2.6594
C: 5.2463 -0.6787 3.2621
H: 7.5942 -0.4048 0.8486
H: 2.8994 -0.7075 4.2607
H: 5.1463 -0.7818 4.3377
C: -5.4485 1.1373 2.8736
S: -4.5437 2.5776 3.4904
C: -3.0958 2.5224 2.3944
C: -2.2738 1.2492 2.5390
C: -0.8736 1.3257 1.9334
N: -0.8087 1.2868 0.4262
P: -1.3005 -0.3559 -0.0576
C: -3.1241 -0.0920 -0.2102
C: -3.9469 -1.2071 -0.0554
C: -5.3250 -1.0965 -0.1884
C: -5.8976 0.1367 -0.4694
C: -5.0866 1.2548 -0.6195
C: -3.7090 1.1399 -0.4873
C: -0.9406 -0.5938 -1.8551
C: 0.0866 -1.4955 -2.1515
C: 0.3446 -1.8776 -3.4611
C: -0.4272 -1.3768 -4.4951
C: -1.4583 -0.4883 -4.2138
C: -1.7163 -0.1035 -2.9080
P: 0.8485 1.7612 0.0086
C: 0.7870 3.5422 0.5188
C: -0.3800 4.2574 0.7679
C: -0.3264 5.6062 1.0914
C: 0.8980 6.2580 1.1690
C: 2.0681 5.5520 0.9261
C: 2.0112 4.2011 0.6117
C: 0.7544 2.1659 -1.7891
C: 1.7991 1.7031 -2.5837
C: 1.8698 2.0578 -3.9268
C: 0.8948 2.8716 -4.4815
C: -0.1519 3.3365 -3.6918
C: -0.2172 2.9897 -2.3533
H: -6.4035 1.1244 3.3961
H: -4.9091 0.2173 3.0895
H: -5.6181 1.2249 1.8012
H: -2.5102 3.3986 2.6811
H: -3.4524 2.6621 1.3746
H: -2.8143 0.4077 2.1041
H: -2.1544 1.0345 3.6034
H: -0.2864 0.5170 2.3678
H: -0.4162 2.2589 2.2642
H: -3.4924 -2.1679 0.1647
H: -5.9527 -1.9712 -0.0687
H: -6.9731 0.2283 -0.5630
H: -5.5302 2.2194 -0.8373
H: -3.0701 2.0082 -0.6088
H: 0.6507 -1.9584 -1.3472
H: 1.1450 -2.5806 -3.6608
H: -0.2364 -1.6786 -5.5185
H: -2.0704 -0.0956 -5.0176
H: -2.5289 0.5852 -2.7224
H: -1.3381 3.7527 0.7096
H: -1.2434 6.1512 1.2842
H: 0.9389 7.3101 1.4241
H: 3.0269 6.0517 0.9920
H: 2.9255 3.6435 0.4314
H: 2.5556 1.0596 -2.1411
H: 2.6848 1.6899 -4.5388
H: 0.9423 3.1383 -5.5307
H: -0.9145 3.9742 -4.1242
H: -1.0231 3.3755 -1.7393
C: -0.3512 -6.1898 0.0460
C: 1.1051 -5.7125 0.1571
C: 1.7792 -6.4210 1.3411
C: 1.8495 -6.0835 -1.1343
C: 1.1361 -4.2534 0.3594
C: 1.1402 -3.0379 0.5383
H: -0.3938 -7.2721 -0.1214
H: -0.8470 -5.6848 -0.7853
H: -0.8968 -5.9528 0.9609
H: 1.7679 -7.5075 1.1993
H: 1.2603 -6.1822 2.2708
H: 2.8142 -6.0893 1.4363
H: 1.8300 -7.1678 -1.2900
H: 2.8884 -5.7541 -1.0801
H: 1.3823 -5.5971 -1.9931

As for the multiplicity: 1. The charge is -1. As for the energy above the lowest of the compared OMol25 structures with the same formula, charge and spin: 13.1 kcal/mol. The value obtained for the LUMO energy is 2.25 eV. Its HOMO energy is -4.747 eV. Its total energy is -3801.06482 Eh. Its HOMO-LUMO gap is 6.993 eV.

Results of the Mulliken charge analysis, in e, for atoms 1 through 8: 1.565 -0.277 0.279 -0.683 0.412 -0.243 -0.303 -0.120



Molecular formula: C6H8N2O3
Method: DFT, wB97M-V/def2-TZVPD

Positions of all 19 atoms, in Å:
C: 0.4406 1.0295 -0.7386
C: -1.0428 -1.1646 -0.1577
C: 2.8886 0.3774 0.1479
C: 2.0155 -0.8096 0.1112
C: -2.2292 0.8276 1.3188
C: -1.8904 -0.1396 0.3141
N: 1.4608 0.4261 -0.2860
N: -2.6445 0.8829 -0.0962
O: -1.2861 -1.4560 -1.5174
O: -0.2989 1.7942 -1.2191
O: -0.3140 -1.8698 0.6083
H: 3.1079 1.0606 0.9410
H: 3.5460 0.4593 -0.7621
H: 2.1953 -1.4824 -0.6515
H: 1.4385 -1.2614 1.0115
H: -2.9989 0.6093 1.9807
H: -1.4236 1.4841 1.5576
H: -0.6386 -2.2035 -1.7055
H: -2.3263 1.4359 -0.8569

As for the multiplicity: 1. As for the energy above the lowest of the compared OMol25 structures with the same formula, charge and spin: 172.6 kcal/mol. The value obtained for the LUMO energy (spin up / spin down) is -0.06 / 0.53 eV. Its HOMO energy (spin up / spin down) is -6.139 / -6.995 eV. Its total energy is -568.41831 Eh. Its HOMO-LUMO gap (spin up / spin down) is 6.082 / 7.529 eV.

Results of the Mulliken charge analysis, in e, for atoms 1 through 8: 0.636 0.120 -0.325 -0.491 -0.210 0.411 -0.077 -0.518



Molecular formula: C39H40Cl3FN3O7PSbSe4Ti
Method: DFT, wB97M-V/def2-TZVPD

Positions of all 100 atoms, in Å:
Ti: -0.2257 -0.1270 -0.0519
Cl: -6.5753 -2.4473 -2.7813
C: -5.2456 -1.7767 -1.8638
C: -4.1759 -1.2059 -2.5284
C: -3.1331 -0.6880 -1.7853
Cl: -1.7642 0.0230 -2.5756
C: -3.0985 -0.7054 -0.3669
O: -2.1533 -0.1549 0.3230
C: -4.2153 -1.3177 0.2413
Cl: -4.2363 -1.4258 1.9698
C: -5.2705 -1.8391 -0.4835
H: -4.1531 -1.1555 -3.6074
H: -6.1047 -2.2910 0.0351
Se: 2.7264 5.3273 1.2370
Sb: 0.9051 4.5024 -0.1995
Se: -0.9050 2.1744 -0.3021
Se: 1.2583 1.7835 -0.2997
Se: 1.5418 5.2392 -2.4440
C: 3.3620 -5.6873 -4.4043
C: 3.8620 -4.9865 -3.1452
N: 3.1087 -3.7708 -2.8494
C: 2.1234 -3.8280 -1.9027
C: 1.3411 -2.7823 -1.5565
C: 0.2952 -2.9482 -0.4699
O: 0.3043 -3.9574 0.2167
O: -0.5500 -1.9841 -0.3997
C: 1.5111 -1.5249 -2.2345
O: 0.9428 -0.4878 -1.9342
C: 2.4694 -1.5020 -3.3298
C: 2.6001 -0.3387 -4.0757
C: 3.5928 -0.2504 -5.0060
F: 3.7026 0.8658 -5.7599
C: 4.5123 -1.2784 -5.1987
C: 4.3394 -2.4640 -4.5070
C: 3.2999 -2.6037 -3.5780
N: 5.6653 -1.1269 -6.0302
C: 6.2650 0.1990 -6.0720
C: 7.7044 0.0628 -6.5257
N: 7.6813 -0.5619 -7.8974
C: 7.0148 -1.9107 -7.8683
C: 5.6008 -1.7338 -7.3440
H: 3.9457 -6.5892 -4.5954
H: 3.4302 -5.0306 -5.2728
H: 2.3174 -5.9740 -4.2771
H: 4.9232 -4.7472 -3.2231
H: 3.7473 -5.6460 -2.2889
H: 1.9917 -4.7769 -1.3970
H: 1.9401 0.5024 -3.8827
H: 5.0511 -3.2590 -4.6889
H: 6.2376 0.6390 -5.0771
H: 5.7426 0.8870 -6.7522
H: 8.2628 -0.5961 -5.8646
H: 8.1964 1.0312 -6.5884
H: 8.6166 -0.6239 -8.2922
H: 7.1240 0.0499 -8.4984
H: 7.5883 -2.5448 -7.1956
H: 7.0308 -2.3314 -8.8715
H: 5.1256 -2.7100 -7.2740
H: 5.0211 -1.1277 -8.0623
C: 0.2428 -2.4303 6.7840
C: -0.1386 -3.3260 5.7937
C: -0.2331 -2.9064 4.4749
C: 0.0286 -1.5821 4.1031
C: 0.4217 -0.6946 5.1116
C: 0.5224 -1.1158 6.4310
C: -0.0506 -1.2403 2.6644
C: -0.1343 -0.0382 2.0772
C: -0.4463 1.1994 2.8226
C: -1.7470 1.3547 3.3093
C: -2.1399 2.5380 3.9154
C: -1.2482 3.5972 4.0262
C: 0.0498 3.4538 3.5514
C: 0.4509 2.2557 2.9782
H: 0.3285 -2.7526 7.8148
H: -0.3510 -4.3579 6.0489
H: -0.5230 -3.6156 3.7062
H: 0.6613 0.3309 4.8676
H: 0.8359 -0.4049 7.1872
H: -0.0088 -2.1392 2.0507
H: -2.4444 0.5368 3.1835
H: -3.1536 2.6339 4.2897
H: -1.5595 4.5341 4.4747
H: 0.7545 4.2744 3.5956
H: 1.4733 2.1488 2.6431
C: 3.9328 0.2530 2.6032
O: 2.6756 -0.1864 2.0957
P: 2.5130 -0.8570 0.6499
O: 3.6137 0.0672 -0.1214
C: 4.6966 -0.2899 -0.9483
O: 3.5285 -2.1580 0.7994
C: 3.1598 -3.1790 1.7378
H: 3.8291 0.2951 3.6858
H: 4.1563 1.2489 2.2192
H: 4.7331 -0.4410 2.3334
H: 5.5818 0.2326 -0.5802
H: 4.4961 0.0473 -1.9693
H: 4.8792 -1.3669 -0.9311
H: 3.0162 -2.7546 2.7343
H: 3.9830 -3.8926 1.7669
H: 2.2430 -3.6904 1.4406

As for the multiplicity: 1. The charge is -1. As for the energy above the lowest of the compared OMol25 structures with the same formula, charge and spin: 0.0 kcal/mol. The value obtained for the LUMO energy is -0.91 eV. Its HOMO energy is -2.121 eV. Its total energy is -14718.42910 Eh. Its HOMO-LUMO gap is 1.213 eV.

Results of the Mulliken charge analysis, in e, for atoms 1 through 8: -0.298 -0.275 0.496 -0.929 0.819 -0.181 -0.838 0.192



Molecular formula: C18H16N4O3
Method: DFT, wB97M-V/def2-TZVPD

Positions of all 41 atoms, in Å:
C: 3.4195 0.8605 -2.9403
N: 2.2400 1.4778 -2.3737
C: 1.8312 1.0970 -1.1416
O: 2.4465 0.3086 -0.4564
C: 0.5463 1.7636 -0.6287
N: 0.0883 1.0440 0.5353
N: 0.3708 1.5987 1.7101
C: 0.0943 0.9708 2.8063
C: -0.4900 -0.3158 2.7858
C: -0.7736 -0.8769 1.5401
N: -1.3214 -2.1125 1.7014
C: -1.4047 -2.3856 3.0395
C: -1.8894 -3.5130 3.6904
C: -1.8578 -3.5190 5.0689
C: -1.3573 -2.4334 5.7921
C: -0.8742 -1.3111 5.1559
C: -0.8946 -1.2777 3.7641
H: -0.4872 -0.4744 5.7172
H: -1.3514 -2.4816 6.8707
H: -2.2271 -4.3810 5.6042
H: -2.2757 -4.3533 3.1334
H: -1.5925 -2.7149 0.9421
C: -0.4868 -0.1963 0.3058
O: -0.7227 -0.5936 -0.8266
H: 0.3403 1.4857 3.7211
H: 0.7509 2.7933 -0.3309
H: -0.2373 1.7179 -1.3865
C: 1.4731 2.3413 -3.2478
C: 0.2453 1.6691 -3.7881
C: 0.0248 0.4081 -4.2556
C: -1.3476 0.3485 -4.6012
C: -1.8578 1.5750 -4.3195
O: -0.9037 2.3835 -3.8231
H: -2.8423 1.9864 -4.4191
H: -1.8732 -0.4950 -4.9974
H: 0.7371 -0.3867 -4.3296
H: 1.1672 3.2524 -2.7240
H: 2.1326 2.6361 -4.0707
H: 3.1656 0.2936 -3.8372
H: 3.8351 0.1873 -2.1934
H: 4.1593 1.6229 -3.1929

As for the multiplicity: 1. As for the energy above the lowest of the compared OMol25 structures with the same formula, charge and spin: 41.0 kcal/mol. The value obtained for the LUMO energy is 0.57 eV. Its HOMO energy is -8.105 eV. Its total energy is -1140.27874 Eh. Its HOMO-LUMO gap is 8.671 eV.

Results of the Mulliken charge analysis, in e, for atoms 1 through 8: -1.050 0.078 0.864 -0.692 -0.964 0.969 -1.263 -0.479



Molecular formula: C4H4NO
Method: DFT, wB97M-V/def2-TZVPD

Positions of all 10 atoms, in Å:
C: -1.3546 -1.7690 0.6977
C: -0.5815 -2.3222 -0.1370
C: 0.3415 -0.4225 -0.9173
C: -0.8298 -0.6013 1.2390
N: -0.1420 0.1348 0.3208
O: 0.4228 -1.9038 -0.7829
H: -0.1575 -0.3098 -1.8242
H: 1.3475 -0.2446 -1.2605
H: -1.0235 -0.3964 2.2717
H: 0.3892 0.9591 0.5033

As for the multiplicity: 1. The charge is +1. As for the energy above the lowest of the compared OMol25 structures with the same formula, charge and spin: 73.5 kcal/mol. The value obtained for the LUMO energy is -6.63 eV. Its HOMO energy is -15.524 eV. Its total energy is -284.33900 Eh. Its HOMO-LUMO gap is 8.895 eV.

Results of the Mulliken charge analysis, in e, for atoms 1 through 8: -0.202 0.387 -0.345 0.118 -0.092 -0.251 0.334 0.314